Entry from the Open Molecules 2025 dataset: a molecular structure, C26H14Cl5N4NaO2S4Se (ωB97M-V/def2-TZVPD).

- Maximum force: 0.4 eV/A
- Molecular weight: 821.91 u
- HOMO energy: -0.77 eV
- ΔE to the lowest compared entry with this formula, charge and spin: 0.00 kcal/mol

Geometry as ORCA input:
```
! RIJCOSX wB97M-V def2-TZVPD def2/J DEFGRID3
* xyz -2 1
Na 0.847 -0.531 -0.950
Se 2.066 1.541 6.639
N 2.858 0.364 5.541
C 2.344 0.535 4.357
C 2.710 -0.256 3.189
C 3.577 -1.346 3.258
C 3.855 -2.044 2.107
C 3.286 -1.618 0.907
N 2.475 -0.577 0.830
C 2.161 0.074 1.950
C 1.133 1.138 1.833
N 0.572 1.302 0.634
C -0.388 2.201 0.491
C -0.838 3.000 1.543
C -0.264 2.839 2.785
C 0.741 1.886 2.945
C 1.370 1.616 4.232
N 1.118 2.294 5.314
H 3.999 -1.633 4.212
H 4.492 -2.918 2.119
H 3.442 -2.157 -0.021
H -0.829 2.279 -0.499
H -1.632 3.713 1.373
H -0.586 3.421 3.638
Cl 4.307 2.464 -7.240
C 3.325 1.926 -5.916
C 3.767 0.918 -5.057
Cl 5.322 0.198 -5.333
C 2.993 0.490 -3.995
Cl 3.532 -0.766 -2.940
C 1.705 1.048 -3.705
O 0.999 0.686 -2.738
C 1.290 2.076 -4.618
Cl -0.262 2.768 -4.309
C 2.072 2.494 -5.676
Cl 1.500 3.753 -6.726
S -1.253 -4.764 0.099
C -0.200 -3.432 0.007
S -0.191 -2.236 1.257
S 0.896 -3.264 -1.324
C -2.494 -1.663 -2.189
S -2.398 -0.241 -1.104
O -2.968 0.950 -1.810
C -3.673 -0.766 0.053
C -3.593 -1.979 0.726
C -4.596 -2.305 1.628
C -5.655 -1.436 1.859
C -5.721 -0.228 1.178
C -4.725 0.111 0.271
H -3.507 -1.749 -2.579
H -2.189 -2.550 -1.624
H -1.770 -1.494 -2.984
H -2.770 -2.671 0.577
H -4.529 -3.252 2.150
H -6.429 -1.702 2.570
H -6.545 0.454 1.351
H -4.745 1.041 -0.285
*
```

Entry from the Open Molecules 2025 dataset: a molecular structure, C26H15BrClF3IrN5O2SSe (ωB97M-V/def2-TZVPD).

- Maximum force: 0.8 eV/A
- Molecular weight: 905.03 u
- HOMO energy (spin up / spin down): -10.24 / -10.81 eV
- ΔE to the lowest compared entry with this formula, charge and spin: 19.30 kcal/mol

Geometry as ORCA input:
```
! RIJCOSX wB97M-V def2-TZVPD def2/J DEFGRID3
* xyz 1 2
Ir 0.272 0.181 -0.112
Se 1.806 -2.752 -6.954
N 1.998 -3.397 -5.312
C 1.635 -2.451 -4.490
C 1.650 -2.598 -3.032
C 2.082 -3.743 -2.365
C 2.046 -3.757 -0.986
C 1.574 -2.646 -0.296
N 1.155 -1.542 -0.923
C 1.208 -1.526 -2.274
C 0.800 -0.273 -2.880
N 0.449 0.696 -2.005
C 0.106 1.895 -2.491
C 0.064 2.146 -3.859
C 0.388 1.151 -4.753
C 0.787 -0.088 -4.251
C 1.203 -1.216 -5.090
N 1.221 -1.173 -6.394
H 2.437 -4.590 -2.937
H 2.376 -4.620 -0.427
H 1.508 -2.645 0.779
H -0.127 2.661 -1.771
H -0.232 3.129 -4.195
H 0.354 1.307 -5.823
F -2.859 4.316 -0.678
C -3.053 4.080 0.635
F -3.417 5.239 1.197
F -4.086 3.235 0.737
C -1.805 3.529 1.268
C -1.114 4.238 2.231
C 0.079 3.736 2.745
C 0.569 2.555 2.236
N -0.099 1.863 1.304
C -1.286 2.303 0.843
S -1.945 1.150 -0.274
H -1.507 5.183 2.581
H 0.626 4.262 3.513
H 1.507 2.135 2.568
Br -1.010 -0.602 5.915
C -1.557 -1.118 4.189
C -2.923 -1.245 3.983
C -3.419 -1.564 2.728
C -2.552 -1.735 1.662
C -1.190 -1.602 1.866
C -0.669 -1.305 3.125
C 0.799 -1.272 3.326
O 1.406 -1.589 4.299
O 1.460 -0.821 2.187
H -3.595 -1.090 4.815
H -4.487 -1.665 2.587
H -2.929 -1.961 0.674
H -0.541 -1.773 1.006
Cl 3.485 0.569 3.227
C 2.876 -0.801 2.293
H 3.231 -1.708 2.773
H 3.245 -0.693 1.278
*
```

Entry from the Open Molecules 2025 dataset: a molecular structure, C26H15Cl73NO5P in a non-equilibrium geometry (ωB97M-V/def2-TZVPD).

- Maximum force: 3.7 eV/A
- Molecular weight: 3040.45 u
- HOMO energy: -8.78 eV

Geometry as ORCA input:
```
! RIJCOSX wB97M-V def2-TZVPD def2/J DEFGRID3
* xyz 0 1
C 0.364 2.615 3.505
C -0.411 3.384 2.359
C 0.236 2.878 1.028
O -0.314 3.521 -0.119
C 0.483 3.230 -1.259
O 0.240 1.853 -1.589
C 1.398 1.153 -1.848
O 2.236 1.644 -2.500
N 1.471 -0.201 -1.326
C 2.054 -0.247 0.034
C 3.468 0.513 0.008
C 4.690 -0.406 -0.562
O 4.406 0.030 0.944
P -0.241 -0.687 -1.078
O -0.775 -1.106 -2.600
Cl -0.258 -2.381 0.171
H 1.431 2.604 3.196
H 0.021 1.564 3.453
H 0.238 3.083 4.492
H -0.341 4.486 2.445
H -1.467 3.047 2.318
H 1.331 3.070 1.136
H -0.008 1.798 0.966
H 0.084 3.894 -2.047
H 1.528 3.449 -0.981
H 1.461 0.261 0.820
H 2.352 -1.266 0.336
H 3.473 1.594 -0.271
H 5.226 -1.260 -0.091
H 3.879 -1.106 -0.982
H -1.689 -1.396 -2.438
C -4.217 1.832 3.913
Cl -4.154 2.830 2.452
Cl -4.802 0.216 3.494
Cl -2.594 1.710 4.614
Cl -5.317 2.568 5.088
C -0.893 -4.219 3.800
Cl -0.004 -4.664 5.264
Cl -1.256 -2.485 3.828
Cl 0.091 -4.593 2.376
Cl -2.403 -5.133 3.730
C 5.805 1.786 -4.085
Cl 4.473 1.311 -5.150
Cl 5.504 1.166 -2.446
Cl 7.325 1.111 -4.706
Cl 5.922 3.556 -4.043
C -5.567 -1.924 -0.316
Cl -4.263 -1.681 -1.495
Cl -6.535 -3.327 -0.791
Cl -4.867 -2.203 1.284
Cl -6.595 -0.482 -0.272
C -1.950 1.936 -4.645
Cl -2.241 2.262 -6.359
Cl -0.234 1.585 -4.384
Cl -2.400 3.349 -3.679
Cl -2.939 0.555 -4.138
C -8.610 3.362 2.521
Cl -8.178 1.718 2.016
Cl -10.196 3.783 1.858
Cl -8.668 3.440 4.288
Cl -7.400 4.505 1.924
C 3.561 -7.312 4.991
Cl 2.325 -6.277 4.262
Cl 2.891 -8.930 5.244
Cl 4.965 -7.413 3.915
Cl 4.058 -6.629 6.548
C -8.205 -6.735 0.426
Cl -8.540 -5.551 1.698
Cl -8.164 -5.915 -1.144
Cl -6.642 -7.499 0.743
Cl -9.476 -7.967 0.413
C -10.086 -5.028 5.581
Cl -9.656 -6.679 5.106
Cl -11.652 -4.601 4.878
Cl -10.184 -4.930 7.346
Cl -8.849 -3.901 4.997
C -5.657 5.435 -2.042
Cl -5.968 5.764 -3.753
Cl -3.936 5.106 -1.803
Cl -6.129 6.840 -1.074
Cl -6.590 4.022 -1.530
C 5.822 7.625 -5.459
Cl 4.447 8.448 -4.703
Cl 5.248 6.622 -6.799
Cl 6.969 8.828 -6.065
Cl 6.624 6.593 -4.266
C 6.020 4.238 -10.096
Cl 4.644 5.073 -9.356
Cl 5.451 3.227 -11.431
Cl 7.172 5.436 -10.710
Cl 6.813 3.225 -8.882
C 0.588 -10.582 8.714
Cl -0.791 -9.803 9.505
Cl 0.014 -11.549 7.346
Cl 1.710 -9.346 8.127
Cl 1.418 -11.632 9.872
C 8.158 2.288 -14.724
Cl 9.881 2.265 -15.135
Cl 7.618 0.642 -14.354
Cl 7.898 3.323 -13.312
Cl 7.233 2.918 -16.095
C 0.726 7.566 2.238
Cl -0.654 8.480 2.866
Cl 0.178 6.468 0.962
Cl 1.928 8.688 1.583
Cl 1.446 6.618 3.545
C -3.402 -8.883 3.271
Cl -3.297 -7.894 1.806
Cl -3.940 -10.514 2.843
Cl -1.810 -8.968 4.041
Cl -4.563 -8.151 4.390
C 7.171 -3.446 -2.120
Cl 6.095 -3.333 -0.714
Cl 6.383 -4.400 -3.385
Cl 7.511 -1.823 -2.729
Cl 8.683 -4.231 -1.641
C 3.429 4.140 6.522
Cl 5.159 4.039 6.166
Cl 2.815 2.531 6.935
Cl 3.168 5.240 7.883
Cl 2.568 4.750 5.097
*
```

- What is the maximum force in the second record?
  0.8 eV/A

- Among the records above, which one has the highest maximum force?
  C26H15Cl73NO5P

- The lowest maximum force belongs to which entry?
  C26H14Cl5N4NaO2S4Se